Arrangement i

ORCA calculation (ωB97M-V with the def2-TZVPD basis set) on 2 unconnected molecules or ions with the total composition C2H8O.

The geometry in XYZ format:
```
11
Properties=species:S:1:pos:R:3
H -2.61476 3.14723 -0.25963
H 3.32196 -5.25414 -2.70723
O -1.74923 3.00914 1.58452
C -2.88916 2.87451 0.76853
H -1.26805 2.14402 1.60843
H 4.92143 -5.50667 -2.82787
H 4.13632 -5.87910 -1.17909
H -3.47308 3.76849 1.06846
C 4.19966 -5.24307 -2.05103
H -3.46917 1.96633 0.90231
H 4.41718 -4.23155 -1.71279
```

Computed properties:
- ⟨S²⟩ = 0.754
- HOMO-LUMO gap (spin up / spin down) (Eh) = 0.344 / 0.102
- HOMO energy (spin up / spin down) (Eh) = -0.51625 / -0.51625
- multiplicity = 2
- total charge = +1

Löwdin charges, unit e, in atom order:
1. H 0.18
2. H 0.02
3. O 0.27
4. C 0.05
5. H 0.20
6. H 0.02
7. H 0.01
8. H 0.15
9. C -0.05
10. H 0.14
11. H 0.01



Arrangement ii

ORCA calculation (ωB97M-V with the def2-TZVPD basis set) on 2 unconnected molecules or ions with the total composition C2H8O.

The geometry in XYZ format:
```
11
Properties=species:S:1:pos:R:3
H -2.61524 0.83343 0.49033
H -3.09667 0.49029 -1.15867
H -1.66892 -1.37109 -1.54959
C -2.23346 0.44287 -0.50069
C -1.69082 -0.90932 -0.51219
O 5.56696 0.63838 1.12419
H -1.42584 1.17123 -0.69006
H 5.23882 -0.17363 1.53792
H -2.51651 -1.54460 -0.11180
H 5.11384 1.38900 1.52098
H -0.67217 -0.96657 -0.15042
```

Computed properties:
- ⟨S²⟩ = 0.753
- HOMO-LUMO gap (spin up / spin down) (Eh) = 0.357 / 0.066
- HOMO energy (spin up / spin down) (Eh) = -0.49473 / -0.49473
- multiplicity = 2
- total charge = +1

Löwdin charges, unit e, in atom order:
1. H 0.20
2. H 0.14
3. H 0.20
4. C 0.00
5. C 0.01
6. O -0.06
7. H 0.15
8. H 0.04
9. H 0.18
10. H 0.03
11. H 0.12



arrangement i ends up most stable, edging out the next structure by 0.194 eV.



Arrangement i

ORCA calculation (ωB97M-V with the def2-TZVPD basis set) on a molecular structure, C6H12N3O.

The geometry in XYZ format:
```
22
Properties=species:S:1:pos:R:3
N -0.12971 -0.92466 -1.42876
H 0.29074 0.16872 -0.76639
H 0.96740 -1.50056 0.32572
N -1.86027 -0.62117 -3.03161
H -2.46223 -1.12366 -3.72588
H 2.76523 0.90435 0.63339
C -0.70185 -2.79656 -0.45385
H -2.35839 -3.05369 -1.43660
H 0.71199 3.01078 -0.44465
C 2.28291 0.98847 1.58256
C 0.15536 -1.71069 -0.36941
H -1.14276 -0.08912 -3.52909
C -1.12719 -1.40942 -2.09879
N -1.54660 -2.59559 -1.54174
H 0.74344 2.49286 1.50451
H 2.83992 1.76134 2.21695
O 0.51373 2.13977 -1.00335
H 0.01543 0.84946 1.80645
C 0.72490 1.49182 1.26347
H 2.25861 -0.03219 1.98892
C 0.45606 1.16176 -0.17968
H -0.86327 -3.74431 0.13917
```

Computed properties:
- HOMO-LUMO gap (Eh) = 0.280
- HOMO energy (Eh) = -0.43847
- multiplicity = 1
- total charge = +1

Löwdin charges, unit e, in atom order:
1. N 0.01
2. H 0.02
3. H 0.12
4. N 0.13
5. H 0.12
6. H 0.05
7. C -0.06
8. H 0.11
9. H 0.21
10. C -0.02
11. C -0.12
12. H 0.10
13. C -0.36
14. N 0.15
15. H 0.08
16. H 0.11
17. O 0.17
18. H 0.13
19. C -0.12
20. H 0.07
21. C -0.05
22. H 0.14



Arrangement ii

ORCA calculation (ωB97M-V with the def2-TZVPD basis set) on a gas-phase ion, C6H12N3O (charge +1).

The geometry in XYZ format:
```
22
Properties=species:S:1:pos:R:3
H 1.49325 -2.63795 0.26743
H 0.28426 1.25383 -2.55920
C 1.17106 1.29237 -1.89832
C -1.62389 1.59501 1.21960
O 0.50600 -2.01032 -1.55864
N 1.04134 0.17085 -1.00574
N -0.89127 1.14683 0.05715
H -0.88342 1.99846 1.96552
H 2.46542 -1.39067 -1.54789
H 1.97132 0.90642 -2.55595
H -1.70986 -2.02308 1.51253
C 0.00100 0.14255 -0.05539
C 1.50050 -1.14714 -1.18097
N -0.08783 -1.06446 0.51297
H -2.24244 2.51312 1.07664
H -1.21284 -0.37414 2.16326
H 1.35399 2.20989 -1.28327
H -0.98273 1.76484 -0.80196
C -0.74838 -1.36319 1.74971
C 0.83927 -1.95368 -0.18148
H -2.28515 0.76581 1.62522
H 0.04040 -1.79533 2.47877
```

Computed properties:
- HOMO-LUMO gap (Eh) = 0.402
- HOMO energy (Eh) = -0.51291
- multiplicity = 1
- total charge = +1

Löwdin charges, unit e, in atom order:
1. H 0.16
2. H 0.11
3. C 0.00
4. C -0.07
5. O 0.12
6. N -0.03
7. N 0.05
8. H 0.12
9. H 0.17
10. H 0.12
11. H 0.15
12. C -0.21
13. C -0.24
14. N -0.01
15. H 0.11
16. H 0.08
17. H 0.13
18. H 0.18
19. C -0.02
20. C -0.13
21. H 0.10
22. H 0.13



arrangement ii ends up most stable, edging out the next structure by 0.557 eV.